[1]
57
Properties=species:S:1:pos:R:3:forces:R:3 method="wB97M-V/def2-TZVPD" spin_multiplicity=1 charge=+1 relative_energy_kj_mol=186.1 homo_ev=-11.268
Ir 0.0932 -0.3847 -0.0617 0.543 1.099 -1.863
O -2.5566 -1.0088 -2.4757 -0.078 0.099 -0.123
C -2.4834 0.3170 -2.8027 -0.083 -0.150 -0.004
C -2.5585 0.6360 -4.1536 -0.059 0.001 -0.087
C -2.5229 1.9545 -4.5630 0.023 -0.032 0.006
C -2.4148 2.9749 -3.6246 0.016 0.025 0.027
C -2.3526 2.6541 -2.2825 0.105 -0.011 -0.017
C -2.3658 1.3284 -1.8456 0.235 0.038 0.094
C -2.3032 1.0321 -0.3486 -0.030 0.206 -0.077
O -1.8675 -0.2912 -0.0893 -0.506 -0.387 0.395
N -1.4376 1.9706 0.3391 -0.148 0.181 -0.213
N -0.1330 1.6360 0.2767 -0.053 -0.551 0.734
C 0.8012 2.3086 0.8341 0.066 0.234 -0.190
C 2.1968 1.9466 0.6791 -0.051 -0.165 0.155
Br 2.5340 0.4334 -0.4636 -0.105 -0.324 0.364
C 3.2218 2.5889 1.2244 0.120 0.080 -0.016
C 4.6511 2.2574 1.0278 -0.060 -0.023 -0.002
C 5.4257 3.0321 0.1694 0.009 -0.009 -0.031
C 6.7625 2.7181 -0.0241 -0.010 0.009 0.008
C 7.3301 1.6449 0.6482 0.004 -0.001 0.002
C 6.5598 0.8784 1.5109 -0.011 0.001 0.007
C 5.2193 1.1790 1.6996 -0.007 -0.005 0.025
H -2.5307 -1.0491 -1.5029 0.014 -0.065 0.041
H -2.6774 -0.1733 -4.8622 0.045 0.015 -0.004
H -2.5902 2.1900 -5.6169 0.019 -0.009 0.005
H -2.3693 4.0088 -3.9381 -0.075 -0.009 0.000
H -2.2820 3.4465 -1.5476 0.032 -0.007 -0.008
H -3.2918 1.1707 0.0995 -0.039 -0.165 0.012
H -1.7621 2.5698 1.0815 0.066 -0.124 0.140
H 0.5788 3.2023 1.4120 0.003 0.083 -0.160
H 2.9797 3.4430 1.8539 -0.036 0.006 -0.037
H 4.9796 3.8653 -0.3598 0.020 0.019 0.032
H 7.3617 3.3161 -0.6974 -0.002 -0.002 0.002
H 8.3758 1.4089 0.5029 -0.008 0.000 -0.001
H 7.0030 0.0475 2.0435 0.000 0.003 -0.007
H 4.6160 0.5902 2.3804 0.008 -0.005 -0.013
Cl -2.5800 -2.8175 3.6282 0.016 -0.020 0.012
C -1.8423 -1.9484 2.2823 0.052 0.038 -0.016
C -0.7712 -0.9785 2.7461 0.013 0.032 -0.213
O -0.6889 -0.5388 3.8512 0.032 -0.009 0.042
O 0.1948 -0.6427 1.8463 0.318 0.222 0.691
H -2.6083 -1.3838 1.7611 -0.040 -0.058 -0.013
H -1.4178 -2.6738 1.5921 -0.080 0.009 0.011
F -0.7646 -6.8188 1.4071 -0.006 -0.025 0.003
C -0.2328 -6.6224 0.1962 0.031 0.060 -0.031
F 0.9336 -7.2749 0.1464 0.013 -0.024 0.000
F -1.0505 -7.1511 -0.7142 -0.003 -0.024 -0.006
C -0.0191 -5.1411 -0.0376 -0.081 -0.024 0.110
C 0.8389 -4.4466 0.8039 0.072 -0.034 -0.121
C 0.9811 -3.0905 0.6237 0.145 -0.007 -0.212
N 0.2974 -2.4177 -0.3266 -0.492 -0.303 0.657
C -0.5111 -3.0999 -1.1506 0.142 0.047 -0.139
C -0.6857 -4.4668 -1.0414 0.085 -0.023 -0.102
H 1.3830 -4.9488 1.5918 0.009 0.008 -0.010
H 1.6419 -2.5074 1.2486 -0.101 0.036 0.052
H -1.0223 -2.5306 -1.9168 -0.054 0.028 0.050
H -1.3362 -4.9829 -1.7323 -0.038 0.015 0.035



[2]
59
Properties=species:S:1:pos:R:3:forces:R:3 method="wB97M-V/def2-TZVPD" spin_multiplicity=1 charge=+3 relative_energy_kj_mol=184.9 homo_ev=-16.895
Pd 0.1795 0.0189 -0.6306 0.225 -0.493 -0.365
O 1.5912 0.8250 0.5359 -0.387 -0.331 -0.636
N 1.2647 1.0133 1.7765 -0.749 -0.163 0.072
N 0.0915 0.7426 2.1097 1.495 0.509 0.512
O -0.8073 0.2752 1.2522 0.362 -0.508 -2.298
C -0.3305 0.9453 3.4840 -0.225 -0.013 0.138
C 0.5942 1.4022 4.4169 0.016 -0.003 -0.026
C 0.1624 1.5874 5.7178 0.029 -0.013 -0.033
C -1.1564 1.3204 6.0682 -0.017 -0.004 -0.016
C -2.0599 0.8736 5.1149 -0.031 -0.013 -0.003
C -1.6536 0.6796 3.8041 0.036 0.000 -0.027
H 1.6175 1.6070 4.1402 0.020 0.007 0.010
H 0.8613 1.9414 6.4627 0.009 -0.003 -0.006
H -1.4789 1.4619 7.0906 -0.007 0.015 -0.002
H -3.0863 0.6751 5.3900 0.002 -0.007 -0.005
H -2.3487 0.3341 3.0549 -0.059 -0.016 0.003
C -3.3816 -0.6108 -0.7572 -0.162 0.049 0.069
C -2.5223 -1.0784 -1.8711 -1.141 -0.520 -0.413
N -1.2369 -0.8933 -1.9808 0.804 0.317 0.318
C -0.7209 -1.4220 -3.1540 -1.757 -0.922 -0.801
C -1.6760 -2.0546 -3.9360 1.467 0.648 0.613
S -3.1923 -1.9623 -3.2182 0.011 0.598 1.111
C 0.6483 -1.1974 -3.4461 1.377 -0.832 -1.788
C 1.3860 -1.6218 -4.5577 -1.675 0.294 1.518
S 2.9386 -0.9998 -4.5004 0.289 0.915 1.395
C 2.5889 -0.2028 -2.9746 1.152 -0.012 -0.884
N 1.3658 -0.4141 -2.5758 -1.108 0.212 1.251
C 3.5837 0.6576 -2.2996 -0.148 0.259 0.317
H -2.7885 -0.1025 0.0016 -0.064 -0.008 0.020
H -3.9164 -1.4498 -0.3073 0.045 0.052 0.047
H -4.1385 0.0783 -1.1392 0.049 0.015 0.075
H -1.5295 -2.5376 -4.8909 0.016 0.048 0.046
H 1.0538 -2.2590 -5.3643 -0.037 0.078 0.047
H 4.5703 0.5771 -2.7489 -0.011 -0.028 0.017
H 3.6186 0.3974 -1.2406 0.122 0.014 -0.089
H 3.2561 1.6992 -2.3695 0.113 0.010 -0.043
Se 4.3459 -2.9192 -0.2363 -0.073 -0.005 0.018
N 3.4733 -4.0593 0.7587 0.046 0.032 -0.056
C 2.2225 -3.6379 0.8380 -0.098 -0.092 0.076
C 1.1935 -4.2992 1.5571 0.066 0.034 -0.060
C -0.0461 -3.7351 1.5358 0.001 0.130 -0.049
C -0.2549 -2.5248 0.8399 -0.263 0.078 0.040
N 0.6683 -1.8740 0.1565 -0.143 0.267 -0.123
C 1.9373 -2.4185 0.1226 0.307 0.210 -0.235
N 2.9383 -1.8744 -0.5303 -0.010 -0.102 0.175
H 1.4123 -5.2122 2.0956 0.007 -0.010 0.002
H -0.8794 -4.1732 2.0659 -0.024 0.009 -0.031
H -1.2310 -2.0590 0.8871 -0.029 -0.054 -0.042
Br -2.5641 4.8849 0.6273 0.048 -0.055 -0.059
C -1.5095 3.9802 -0.6247 -0.040 -0.008 0.065
C -1.0819 4.5880 -1.7962 0.046 -0.048 -0.047
C -0.3085 3.8453 -2.6759 -0.083 0.049 0.101
C 0.0222 2.5431 -2.3622 0.259 -0.277 -0.261
N -0.3827 1.9659 -1.2216 0.041 -0.302 0.140
C -1.1426 2.6688 -0.3713 -0.140 -0.095 0.320
H -1.3488 5.6135 -2.0149 -0.004 0.007 -0.005
H 0.0398 4.2748 -3.6048 0.016 -0.033 -0.008
H 0.6173 1.9460 -3.0359 0.023 -0.034 0.011
H -1.4693 2.1697 0.5323 -0.015 0.147 -0.116



[3]
59
Properties=species:S:1:pos:R:3:forces:R:3 method="wB97M-V/def2-TZVPD" spin_multiplicity=2 charge=-2 relative_energy_kj_mol=43.0 homo_ev="-2.983 / -3.263" s2=0.7618
Co -0.1036 1.1050 1.0495 -0.127 0.022 -0.078
O -4.1149 -1.1237 3.7255 0.050 0.010 -0.006
C -4.7544 -0.4655 2.7463 0.006 -0.001 0.004
C -6.1503 -0.5161 2.7279 0.004 0.004 -0.005
C -6.8645 0.1437 1.7453 0.000 0.007 -0.010
C -6.2039 0.8729 0.7613 -0.010 -0.009 0.013
C -4.8209 0.9276 0.7796 0.020 0.002 0.000
C -4.0777 0.2669 1.7538 -0.033 -0.006 0.006
C -2.5944 0.3589 1.7126 0.015 0.044 -0.071
O -2.0463 1.0934 0.8341 0.014 -0.017 -0.001
N -1.9229 -0.3122 2.6422 0.097 -0.048 0.062
N -0.5958 -0.2662 2.4232 -0.043 -0.044 -0.002
C 0.1515 0.5855 3.3896 -0.045 0.058 0.146
C 1.5979 0.4414 2.9677 -0.021 -0.010 0.081
C 2.7041 0.1093 3.7218 -0.086 0.000 0.078
C 3.9512 0.1505 3.1193 0.097 -0.043 0.128
C 4.0529 0.4884 1.7836 -0.069 0.076 -0.128
C 2.8967 0.7991 1.0887 -0.186 0.092 -0.083
N 1.7042 0.7868 1.6767 0.224 -0.087 -0.067
H -3.1332 -0.9563 3.5823 -0.049 -0.011 0.003
H -6.6487 -1.0839 3.5035 0.001 0.000 0.001
H -7.9475 0.0908 1.7485 0.001 0.002 -0.003
H -6.7616 1.3934 -0.0067 -0.002 0.000 0.000
H -4.2695 1.4879 0.0357 0.001 -0.002 0.002
H -0.0444 0.3885 4.4546 0.017 -0.084 -0.026
H 2.5897 -0.1353 4.7696 -0.005 -0.002 -0.010
H 4.8448 -0.0370 3.6986 0.006 0.001 -0.010
H 5.0131 0.5766 1.2989 0.013 0.018 -0.002
H 2.9017 1.0958 0.0480 0.026 -0.025 0.002
C 0.3388 -5.0528 -5.2554 -0.030 0.026 -0.002
C 0.7488 -4.6690 -6.6524 0.092 -0.002 0.035
O 0.8644 -5.4674 -7.5504 -0.053 0.003 -0.029
S 1.1138 -2.9570 -7.0001 0.008 -0.013 0.017
C 0.8979 -2.1393 -5.4429 -0.016 -0.011 0.010
C 1.9573 -2.0351 -4.5441 0.015 -0.016 -0.030
C 1.7803 -1.4209 -3.3190 -0.036 0.014 0.001
C 0.5370 -0.8786 -2.9489 0.017 -0.047 -0.019
C -0.5135 -0.9720 -3.8783 -0.006 0.001 0.020
C -0.3355 -1.5886 -5.1018 -0.001 0.004 -0.011
C 0.3462 -0.2609 -1.6872 0.034 0.065 0.018
C 0.1646 0.2850 -0.6114 -0.014 -0.065 -0.063
H 0.0174 -6.0915 -5.2690 0.012 -0.004 0.001
H -0.4537 -4.4054 -4.8832 -0.008 -0.010 0.001
H 1.1839 -4.9325 -4.5762 0.004 0.013 -0.008
H 2.9241 -2.4453 -4.8116 -0.004 -0.003 0.000
H 2.6038 -1.3474 -2.6211 0.000 0.001 0.002
H -1.4730 -0.5494 -3.6117 -0.002 -0.002 -0.002
H -1.1590 -1.6556 -5.8031 -0.001 0.006 0.002
C 0.2228 2.8086 0.1928 -0.018 -0.012 0.026
H -0.5120 2.9877 -0.5939 -0.011 -0.011 0.010
H 1.2262 2.8848 -0.2294 0.015 0.008 -0.014
H 0.1077 3.5385 0.9964 0.001 0.024 -0.002
F 3.5506 5.9441 2.8295 0.033 -0.061 -0.067
Te 4.2756 4.1341 3.0435 0.211 0.037 0.103
F 5.5306 2.6330 3.3733 -0.007 -0.041 -0.012
F 5.8953 5.0911 3.1274 -0.051 0.035 -0.018
F 4.3087 4.4429 4.9860 -0.023 0.005 -0.001
F 4.7581 4.0489 1.1312 -0.018 0.018 0.044
O -0.2605 1.8037 2.9291 -0.059 0.091 -0.035